C5H7N in the gas phase in a non-equilibrium geometry, computed with ωB97M-V/def2-TZVPD.

Properties
energy above the lowest of the compared OMol25 structures with the same formula, charge and spin = 460.4 kJ/mol
HOMO-LUMO gap (alpha / beta) = 10.33 / 7.25 eV
E_LUMO (alpha / beta) = 0.0274 / -0.0098 Ha
spin multiplicity = 1

XYZ file:
```
13
Properties=species:S:1:pos:R:3:forces:R:3:lowdin_charge:R:1
N 0.97172 -1.27138 -0.66715 0.6 -0.4 -0.5 0.178
C 0.85206 0.14610 -0.96697 -0.5 0.7 -0.2 -0.287
C -0.00039 0.09884 1.14890 0.1 -0.5 2.1 -0.092
C -0.33424 -0.76004 -0.94532 -0.8 0.6 -0.2 -0.310
C -1.04903 -0.61714 0.38969 0.1 -0.3 0.3 -0.169
C 0.80657 0.95156 0.29258 -0.6 1.0 0.3 -0.185
H 1.72783 1.40118 0.67066 0.0 -0.5 0.0 0.118
H -0.16921 0.44846 2.17822 0.0 -0.4 -0.4 0.110
H -1.16124 -1.60739 0.83751 -0.3 -0.1 -0.2 0.113
H -0.91824 -0.99446 -1.83826 0.4 -0.4 0.2 0.136
H 1.29041 0.57735 -1.87004 -0.1 -0.5 0.1 0.135
H -2.03764 -0.11867 0.42404 0.3 -0.1 -0.3 0.118
H 0.02141 1.74558 0.34613 0.8 0.8 -1.2 0.133
```
Positions in Å, forces in eV/Å.